Entry 1:
DFT (ωB97M-V/def2-TZVPD) results for one molecule with the formula C8H10N2S in a non-equilibrium geometry.

Structure (XYZ):
```
21
Properties=species:S:1:pos:R:3
C 1.092 -1.480 1.130
C 1.251 -0.211 0.331
C 2.603 0.007 -0.287
C 0.814 0.992 1.057
N 0.437 1.946 1.559
C 0.193 -0.334 -1.032
C -1.178 0.026 -0.655
N -1.529 1.257 -0.798
C -2.773 1.460 -0.384
C -3.421 0.377 -0.032
S -2.364 -0.960 0.016
H 1.378 -2.286 0.491
H -0.024 -1.423 1.350
H 1.697 -1.417 2.061
H 2.391 1.012 -0.837
H 3.499 0.144 0.361
H 2.761 -0.819 -1.054
H 0.623 0.194 -1.782
H 0.234 -1.457 -1.255
H -3.257 2.504 -0.593
H -4.430 0.466 0.352
```

max |F|	6.2	eV Å⁻¹
structure (SMILES)	CC(C)(C#N)Cc1nccs1
DFT total energy	-818.48109	a.u.
spin multiplicity	1
HOMO	-9.350	eV
total charge	0

=====

Entry 2:
DFT (ωB97M-V/def2-TZVPD) results for C46H38IrN5O3P as an isolated structure in a non-equilibrium geometry.

Structure (XYZ):
```
94
Properties=species:S:1:pos:R:3
Ir 0.743 -0.424 1.538
C -3.785 -5.632 -5.163
O -3.406 -4.406 -4.538
C -4.029 -3.999 -3.444
C -4.969 -4.753 -2.726
C -5.598 -4.203 -1.637
C -5.263 -2.914 -1.189
C -4.293 -2.163 -1.898
C -3.706 -2.696 -3.008
N -5.950 -2.401 -0.133
N -5.701 -1.432 0.571
C -4.573 -0.945 1.098
C -4.535 0.424 1.449
C -3.360 1.052 1.757
C -2.137 0.343 1.752
O -0.999 0.894 1.836
C -2.213 -1.102 1.671
N -1.070 -1.766 1.947
C -1.094 -3.084 2.037
C -2.262 -3.821 1.832
C -3.419 -3.165 1.477
C -3.411 -1.764 1.378
H -3.207 -5.681 -6.080
H -4.850 -5.641 -5.401
H -3.549 -6.490 -4.531
H -5.215 -5.758 -3.035
H -6.350 -4.759 -1.094
H -4.063 -1.149 -1.595
H -3.003 -2.128 -3.601
H -5.457 0.987 1.381
H -3.328 2.112 1.965
H -0.167 -3.571 2.308
H -2.252 -4.892 1.967
H -4.337 -3.718 1.334
C 3.437 0.405 2.952
N 2.643 -0.700 2.437
C 3.187 -1.855 2.216
C 2.555 -2.734 1.342
C 2.893 -4.000 0.835
C 1.979 -4.270 -0.172
C 1.114 -3.166 -0.243
N 1.457 -2.253 0.663
C 2.743 1.309 3.944
C 2.248 2.546 3.547
C 1.776 3.446 4.492
C 1.813 3.122 5.840
C 2.267 1.872 6.239
C 2.725 0.968 5.294
H 3.707 1.013 2.081
H 4.359 0.020 3.394
H 4.164 -2.096 2.626
H 3.715 -4.613 1.166
H 1.933 -5.140 -0.804
H 0.292 -3.019 -0.927
H 2.270 2.821 2.500
H 1.412 4.415 4.178
H 1.511 3.851 6.580
H 2.277 1.611 7.288
H 3.094 -0.001 5.609
O 1.697 1.354 0.643
P 1.663 2.147 -0.653
C 3.338 2.700 -1.002
C 3.712 4.024 -0.790
C 5.041 4.387 -0.946
C 5.982 3.439 -1.318
C 5.606 2.116 -1.520
C 4.286 1.739 -1.352
C 1.070 1.133 -2.039
C 1.456 1.382 -3.353
C 0.925 0.624 -4.386
C -0.001 -0.371 -4.116
C -0.385 -0.628 -2.807
C 0.149 0.124 -1.776
C 0.585 3.583 -0.558
C 0.415 4.401 -1.673
C -0.294 5.584 -1.550
C -0.826 5.944 -0.317
C -0.692 5.107 0.780
C 0.014 3.919 0.665
H 2.970 4.758 -0.502
H 5.338 5.410 -0.764
H 7.015 3.730 -1.451
H 6.345 1.377 -1.799
H 3.980 0.707 -1.487
H 2.186 2.154 -3.559
H 1.239 0.809 -5.403
H -0.429 -0.948 -4.925
H -1.103 -1.408 -2.589
H -0.139 -0.080 -0.751
H 0.845 4.117 -2.626
H -0.420 6.232 -2.406
H -1.344 6.888 -0.213
H -1.120 5.386 1.734
H 0.132 3.251 1.510
```

max |F|	2.6	eV Å⁻¹
DFT total energy	-2720.32782	a.u.
spin multiplicity	2
HOMO (alpha / beta)	-12.660 / -13.039	eV
total charge	+2

=====

Entry 3:
DFT (ωB97M-V/def2-TZVPD) results for a 2-piece molecular cluster, C3H9O3 overall in a non-equilibrium geometry.

Structure (XYZ):
```
15
Properties=species:S:1:pos:R:3
C -0.159 -0.552 0.177
O -0.420 -1.543 -0.738
C 0.522 0.677 -0.487
C 1.284 1.632 0.444
O 0.553 2.328 1.461
H -1.092 0.002 0.701
H 0.501 -0.801 1.133
H -0.156 1.237 -1.067
H 1.194 0.368 -1.244
H 2.191 0.977 0.825
H 1.624 2.459 -0.188
H -0.366 2.398 1.252
H -2.352 -3.042 -1.382
H -1.231 -2.731 -0.414
O -2.093 -3.409 -0.473
```

max |F|	2.6	eV Å⁻¹
DFT total energy	-345.39366	a.u.
spin multiplicity	1
HOMO	-3.527	eV
total charge	-1

=====

Entry 4:
DFT (ωB97M-V/def2-TZVPD) results for a 2-piece molecular cluster, C4H7NO2 overall in a non-equilibrium geometry.

Structure (XYZ):
```
14
Properties=species:S:1:pos:R:3
C -0.670 0.757 1.622
C -0.372 -0.003 0.375
O -1.293 -0.307 -0.357
C 0.982 -0.618 0.004
N 0.922 -0.942 -1.393
C -0.187 -1.176 -1.907
O -1.014 -1.507 -2.664
H -0.752 0.004 2.413
H -1.646 1.229 1.490
H 0.083 1.494 1.906
H 1.057 -1.541 0.592
H 1.858 -0.001 0.244
H 0.383 1.534 -0.898
H 0.648 1.076 -1.426
```

max |F|	1.1	eV Å⁻¹
structure (SMILES)	CC(=O)CN=C=O.[H][H]
DFT total energy	-361.79234	a.u.
spin multiplicity	1
HOMO	-9.952	eV
total charge	0

=====

Entry 5:
DFT (ωB97M-V/def2-TZVPD) results for a 9-piece molecular cluster, C48H114N6O6S3 overall in a non-equilibrium geometry.

Structure (XYZ):
```
177
Properties=species:S:1:pos:R:3
O 11.593 24.681 14.180
S 10.582 23.660 14.145
O 9.199 23.959 13.858
C 11.258 22.312 13.044
C 11.223 21.000 13.867
C 10.260 21.232 15.060
C 10.680 22.587 15.632
H 12.314 22.512 12.890
H 10.697 22.284 12.115
H 10.907 20.133 13.292
H 12.202 20.812 14.308
H 10.268 20.481 15.852
H 9.238 21.181 14.677
H 11.774 22.565 15.662
H 10.298 23.065 16.526
O 15.682 19.482 8.462
S 17.042 19.017 8.272
O 17.504 17.769 8.823
C 17.524 19.261 6.536
C 18.588 20.364 6.439
C 19.282 20.503 7.817
C 18.203 20.287 8.886
H 16.684 19.470 5.877
H 17.869 18.260 6.268
H 19.318 19.997 5.717
H 18.178 21.289 6.042
H 19.830 21.430 8.000
H 20.126 19.813 7.902
H 17.635 21.203 9.051
H 18.487 19.931 9.876
O 11.006 21.650 4.729
S 11.803 22.599 5.497
O 11.635 24.003 5.272
C 11.734 22.198 7.319
C 13.030 21.446 7.645
C 14.164 22.003 6.750
C 13.565 22.244 5.374
H 10.795 21.665 7.470
H 11.569 23.155 7.815
H 13.278 21.779 8.653
H 12.938 20.376 7.477
H 15.076 21.408 6.824
H 14.498 22.905 7.272
H 13.716 21.561 4.535
H 14.091 23.106 4.950
C 19.110 18.566 15.280
C 19.808 17.813 16.387
N 18.874 17.337 17.422
C 19.575 17.007 18.648
C 20.625 15.886 18.673
C 18.049 16.227 16.943
C 16.748 16.085 17.740
H 19.776 19.040 14.556
H 18.572 19.455 15.652
H 18.248 18.123 14.778
H 20.299 17.000 15.832
H 20.542 18.438 16.891
H 20.000 17.940 19.040
H 18.902 16.801 19.488
H 21.484 16.114 18.051
H 20.864 15.725 19.729
H 20.139 14.919 18.511
H 18.572 15.264 16.877
H 17.770 16.447 15.911
H 16.913 15.878 18.795
H 16.154 15.319 17.241
H 16.212 17.033 17.671
C 21.452 24.385 7.669
C 21.455 25.697 8.393
N 20.180 25.980 9.064
C 20.260 26.918 10.211
C 19.943 26.204 11.511
C 19.117 26.333 8.116
C 17.743 26.370 8.808
H 22.447 23.986 7.461
H 20.934 24.256 6.711
H 20.934 23.630 8.271
H 22.135 25.527 9.234
H 21.765 26.608 7.864
H 21.332 27.166 10.196
H 19.810 27.893 10.012
H 20.831 25.691 11.867
H 19.631 26.990 12.210
H 19.083 25.549 11.392
H 19.018 25.579 7.333
H 19.389 27.304 7.675
H 17.758 27.131 9.584
H 17.392 25.420 9.202
H 17.046 26.661 8.015
C 21.969 22.170 11.780
C 22.941 23.184 11.186
N 24.170 23.370 11.959
C 23.991 23.727 13.365
C 23.615 25.211 13.590
C 25.188 24.148 11.300
C 25.663 23.564 9.978
H 20.996 22.093 11.295
H 21.758 22.455 12.811
H 22.441 21.188 11.747
H 23.255 22.765 10.230
H 22.501 24.187 11.090
H 23.320 23.042 13.880
H 24.906 23.513 13.933
H 24.432 25.928 13.644
H 23.029 25.560 12.739
H 23.081 25.149 14.540
H 25.970 24.417 12.011
H 24.764 25.137 11.025
H 24.984 23.807 9.159
H 25.727 22.480 10.105
H 26.616 23.925 9.588
C 13.142 22.452 18.399
C 14.502 21.824 18.604
N 15.576 22.809 18.758
C 15.446 23.650 19.964
C 15.632 22.884 21.274
C 16.902 22.193 18.702
C 17.339 21.917 17.281
H 12.451 21.716 17.985
H 13.142 23.321 17.744
H 12.774 22.731 19.391
H 14.485 20.958 19.279
H 14.794 21.358 17.652
H 14.468 24.136 19.961
H 16.222 24.407 19.840
H 16.716 22.937 21.445
H 15.437 21.816 21.210
H 15.247 23.385 22.161
H 17.661 22.863 19.111
H 16.959 21.311 19.356
H 17.041 21.055 16.678
H 17.128 22.777 16.639
H 18.434 21.838 17.267
C 10.603 14.997 8.792
C 11.846 15.155 9.711
N 12.389 16.517 9.768
C 11.356 17.502 10.127
C 11.926 18.924 10.110
C 13.395 16.579 10.828
C 14.622 15.687 10.527
H 9.767 15.552 9.207
H 10.374 13.936 8.873
H 10.893 15.355 7.806
H 11.433 14.955 10.716
H 12.568 14.408 9.405
H 10.621 17.431 9.321
H 10.796 17.159 11.008
H 11.246 19.693 9.738
H 12.275 19.101 11.126
H 12.748 19.082 9.409
H 13.020 16.273 11.820
H 13.730 17.610 10.942
H 14.281 14.658 10.638
H 15.467 15.688 11.220
H 15.003 16.013 9.561
C 15.795 23.213 10.226
C 16.753 22.289 11.003
N 16.496 22.233 12.436
C 15.172 21.680 12.668
C 14.815 20.277 12.121
C 17.587 21.439 13.041
C 18.768 22.307 13.416
H 14.848 22.651 10.224
H 16.058 23.253 9.172
H 15.508 24.104 10.780
H 16.668 21.297 10.529
H 17.771 22.619 10.775
H 14.990 21.565 13.743
H 14.399 22.397 12.389
H 15.562 19.539 12.409
H 13.860 19.984 12.558
H 14.670 20.356 11.042
H 17.754 20.614 12.340
H 17.201 21.079 14.000
H 18.688 22.755 14.411
H 19.036 23.126 12.747
H 19.680 21.720 13.569
```

max |F|	2.7	eV Å⁻¹
structure (SMILES)	O=S1(=O)CCCC1.O=S1(=O)CCCC1.O=S1(=O)CCCC1.CCN(CC)CC.CCN(CC)CC.CCN(CC)CC.CCN(CC)CC.CCN(CC)CC.CCN(CC)CC
DFT total energy	-3871.52891	a.u.
spin multiplicity	1
HOMO	-8.214	eV
total charge	0

=====

Entry 6:
DFT (ωB97M-V/def2-TZVPD) results for one molecule with the formula C27H23BrN2O6.

Structure (XYZ):
```
59
Properties=species:S:1:pos:R:3
C 2.204 -2.277 -2.662
C 1.955 -2.448 -1.167
O 2.794 -1.633 -0.367
C 2.582 -0.290 -0.299
C 1.466 0.352 -0.815
C 1.250 1.719 -0.685
C -0.028 2.296 -1.268
N -0.093 2.079 -2.698
C -0.713 1.046 -3.310
O -0.555 0.748 -4.472
N -1.605 0.343 -2.506
C -1.949 0.728 -1.225
C -3.166 0.107 -0.680
C -3.358 -1.269 -0.772
C -4.498 -1.850 -0.247
C -5.463 -1.063 0.358
C -5.289 0.309 0.431
C -4.149 0.894 -0.086
C -1.204 1.646 -0.573
C -1.404 2.072 0.822
O -1.142 3.202 1.188
C -1.874 1.035 1.781
C -2.745 1.398 2.802
C -3.187 0.453 3.708
C -2.739 -0.854 3.619
C -1.836 -1.212 2.632
C -1.404 -0.273 1.714
C 2.202 2.466 -0.012
Br 2.039 4.346 0.195
C 3.331 1.856 0.510
C 3.540 0.493 0.377
O 4.676 0.014 0.972
C 5.330 -1.128 0.448
C 6.768 -1.156 0.984
O 7.545 -2.007 0.665
O 7.065 -0.172 1.822
H 1.956 -1.274 -2.998
H 3.251 -2.468 -2.885
H 1.594 -2.988 -3.213
H 0.900 -2.279 -0.918
H 2.218 -3.465 -0.862
H 0.717 -0.220 -1.338
H -0.063 3.376 -1.075
H 0.567 2.587 -3.269
H -2.218 -0.290 -3.001
H -2.600 -1.889 -1.229
H -4.632 -2.919 -0.311
H -6.352 -1.519 0.768
H -6.045 0.926 0.892
H -4.016 1.964 -0.041
H -3.076 2.424 2.864
H -3.877 0.736 4.489
H -3.083 -1.593 4.328
H -1.467 -2.225 2.579
H -0.685 -0.546 0.954
H 4.073 2.442 1.031
H 5.370 -1.103 -0.646
H 4.832 -2.054 0.752
H 6.292 0.409 1.942
```

max |F|	0.8	eV Å⁻¹
structure (SMILES)	CCOc1cc([C@H]2NC(=O)NC(c3ccccc3)=C2C(=O)c2ccccc2)c(Br)cc1OCC(=O)O
DFT total energy	-4177.69580	a.u.
spin multiplicity	1
HOMO	-8.700	eV
total charge	0

=====

Entry 7:
DFT (ωB97M-V/def2-TZVPD) results for BrCl3P2 as an isolated structure in a non-equilibrium geometry.

Structure (XYZ):
```
6
Properties=species:S:1:pos:R:3
P 0.706 0.401 -0.617
P -0.844 -0.232 0.899
Cl 2.240 -0.554 0.126
Cl 1.075 2.310 -0.111
Cl -0.616 -2.566 -0.262
Br -2.561 0.641 -0.035
```

max |F|	2.8	eV Å⁻¹
DFT total energy	-4637.34853	a.u.
spin multiplicity	1
HOMO	-9.471	eV
total charge	0

=====

Entry 8:
DFT (ωB97M-V/def2-TZVPD) results for a 2-piece molecular cluster, C2H9NP2 overall in a non-equilibrium geometry.

Structure (XYZ):
```
14
Properties=species:S:1:pos:R:3
C -1.090 0.740 -0.730
C -0.148 -0.998 2.742
N 1.186 0.318 -2.117
P -0.180 -0.681 -1.602
P 1.203 -0.348 2.094
H -1.367 0.499 0.273
H -1.759 1.038 -1.498
H -0.235 1.509 -0.456
H -0.165 -2.012 3.170
H -1.039 -0.371 2.642
H 0.892 0.957 -2.872
H 1.540 -0.451 -2.650
H 0.514 -1.132 -0.525
H 0.649 0.931 1.531
```

max |F|	8.2	eV Å⁻¹
DFT total energy	-818.83566	a.u.
spin multiplicity	3
HOMO (alpha / beta)	-6.494 / -8.724	eV
total charge	0